Computed, not measured: one molecule with the formula C4H8O2 at a distorted geometry, with wB97M-V/def2-TZVPD.

Geometry as ORCA input:
```
! RIJCOSX wB97M-V def2-TZVPD def2/J DEFGRID3
* xyz 0 1
O -0.184 0.844 0.038
O 2.652 -0.786 0.826
C 1.185 1.037 0.297
C 1.671 -0.141 1.107
C -1.928 -0.545 -0.338
C -0.545 -0.360 -0.886
H -1.914 -1.068 0.619
H -2.744 -0.890 -0.982
H -1.940 0.531 -0.150
H 0.203 -1.139 -0.731
H -0.606 -0.118 -1.968
H 1.701 1.087 -0.656
H 1.435 1.961 0.861
H 1.012 -0.413 1.965
*
```

Computed properties:
SMILES	CCOCC=O
total energy	-8370.6211	eV
LUMO	1.0	eV
Kohn-Sham gap	10.75	eV
E_HOMO	-9.7299	eV

=====

Computed, not measured: a 14-piece molecular cluster, C18H65N25O14 overall at a distorted geometry, with wB97M-V/def2-TZVPD.

Geometry as ORCA input:
```
! RIJCOSX wB97M-V def2-TZVPD def2/J DEFGRID3
* xyz 0 1
O -0.985 1.199 1.136
O -0.905 0.867 5.651
O -1.691 -2.900 2.266
O -3.761 2.462 6.474
O -1.754 4.600 5.499
O 3.494 -0.495 -4.903
O 3.374 4.486 1.395
O -4.213 -3.135 -2.612
O -0.131 -2.441 -6.488
O 5.862 -2.207 -2.710
O -4.005 1.400 -0.933
O 2.275 -6.090 -3.807
O 3.574 1.999 -1.846
O 1.064 2.918 5.365
N 2.051 4.016 -0.399
N 2.756 1.450 4.957
N -2.055 -0.804 4.569
N -0.810 0.129 -1.757
N 2.162 2.962 3.416
N -3.978 -0.013 0.838
N -5.902 3.193 5.997
N 1.841 5.968 0.588
N 4.174 1.828 0.365
N 4.425 0.095 -1.005
N 2.073 1.175 -4.474
N 3.059 1.118 -6.478
N -5.954 0.572 0.012
N 0.854 -5.390 -2.218
N -3.475 -1.472 -4.032
N -3.101 4.957 3.680
N 0.946 -4.442 -6.193
N -1.045 5.578 3.559
N 4.714 -3.707 -1.492
N -2.018 -2.702 -2.934
N 3.655 -2.570 -3.130
N 2.932 -5.925 -1.644
N 1.301 -2.838 -4.746
N -0.122 -0.083 3.758
N -4.525 2.258 4.469
C -1.064 0.101 4.730
C -4.592 0.745 -0.091
C 0.640 -3.191 -5.905
C -0.101 -0.325 -0.549
C 1.986 2.513 4.684
C 1.190 -0.913 -1.148
C -2.801 -3.717 0.323
C 2.931 0.531 -5.277
C -1.941 5.001 4.359
C -3.313 -2.495 -3.157
C 2.528 4.821 0.574
C -4.721 2.611 5.724
C 0.170 0.905 0.375
C 4.116 1.391 -0.930
C 2.046 -5.760 -2.646
C -1.150 2.549 1.477
C 4.824 -2.847 -2.538
C -1.798 -4.084 1.461
H -3.654 -3.194 0.753
H 2.848 2.525 2.828
H -1.338 -2.023 -3.232
H 1.731 3.796 3.066
H 2.668 -5.723 -0.695
H 1.328 -1.877 -4.451
H 3.309 1.026 4.234
H -2.276 -3.105 -0.408
H 1.670 -0.200 -1.818
H -4.540 -0.715 1.280
H 0.972 -1.862 -1.637
H 1.640 -4.989 -5.713
H 4.617 1.204 1.013
H -2.076 2.777 2.007
H 2.382 3.110 -0.690
H -4.428 -1.187 -4.192
H 2.699 2.053 -6.513
H 0.711 -5.112 -1.263
H -6.517 1.055 -0.667
H -1.773 0.236 -1.443
H -0.048 5.470 3.628
H 0.413 -4.854 -6.944
H -2.740 -0.827 -4.265
H 1.878 -3.510 -4.279
H 3.787 2.710 0.691
H -6.333 0.108 0.815
H 0.959 6.075 0.125
H 3.810 -4.112 -1.314
H -1.389 5.802 2.642
H 3.585 0.667 -7.205
H -0.351 -0.728 3.022
H -1.781 -3.595 -2.544
H 2.834 1.085 5.890
H 3.609 -1.646 -3.564
H 3.596 -6.666 -1.806
H 0.941 0.554 1.075
H -6.618 3.341 5.311
H 1.215 4.287 -0.888
H 4.599 -0.319 -1.911
H 2.195 6.703 1.179
H -3.170 -4.561 -0.259
H 1.795 0.838 -3.571
H -3.706 1.724 4.228
H -0.843 -4.148 0.931
H -1.346 3.237 0.642
H -1.838 -1.591 3.987
H -0.907 -3.050 2.808
H 2.816 -2.879 -2.668
H -0.635 -1.050 0.067
H 1.915 -1.018 -0.336
H -3.845 4.485 4.165
H 1.809 2.086 -4.803
H 0.630 0.571 3.630
H -0.487 1.077 -1.909
H -2.786 -0.840 5.259
H 0.589 1.832 -0.024
H -2.983 -0.002 0.668
H -3.116 5.321 2.748
H 5.546 -4.140 -1.128
H 4.783 -0.319 -0.165
H 0.037 -5.596 -2.771
H -5.286 2.250 3.806
H -5.934 3.622 6.907
H -0.282 2.962 1.994
H -1.996 -5.000 2.016
*
```

Computed properties:
total energy	-85646.0587	eV
LUMO	-0.6	eV
Kohn-Sham gap	8.28	eV
E_HOMO	-8.8331	eV

=====

Repeat the first record exactly.
Computed, not measured: one molecule with the formula C4H8O2 at a distorted geometry, with wB97M-V/def2-TZVPD.

Geometry as ORCA input:
```
! RIJCOSX wB97M-V def2-TZVPD def2/J DEFGRID3
* xyz 0 1
O -0.184 0.844 0.038
O 2.652 -0.786 0.826
C 1.185 1.037 0.297
C 1.671 -0.141 1.107
C -1.928 -0.545 -0.338
C -0.545 -0.360 -0.886
H -1.914 -1.068 0.619
H -2.744 -0.890 -0.982
H -1.940 0.531 -0.150
H 0.203 -1.139 -0.731
H -0.606 -0.118 -1.968
H 1.701 1.087 -0.656
H 1.435 1.961 0.861
H 1.012 -0.413 1.965
*
```

Computed properties:
SMILES	CCOCC=O
total energy	-8370.6211	eV
LUMO	1.0	eV
Kohn-Sham gap	10.75	eV
E_HOMO	-9.7299	eV